A gas-phase ion, C10H12Cl2N3 (charge +1) in a non-equilibrium geometry, computed with ωB97M-V/def2-TZVPD.

XYZ file:
```
27
Properties=species:S:1:pos:R:3:forces:R:3:lowdin_charge:R:1
C -3.097 -3.684 -2.166 0.133 1.561 1.626 -0.7973
C -3.273 -2.304 -1.905 -0.181 -1.452 -1.349 -0.6475
C -1.377 -3.098 -1.159 1.159 -0.815 -0.317 -0.3659
C -1.881 0.423 -0.552 -1.492 0.884 -1.830 0.0297
C -1.350 -0.773 -0.712 -2.699 -3.532 -0.672 -0.0614
C -0.013 -2.825 -0.700 0.405 -0.062 1.320 0.0070
C -1.325 1.540 0.293 0.718 -1.398 -1.359 -0.2037
C 0.134 1.831 0.105 1.681 0.812 0.445 -0.1834
C 0.992 0.568 0.606 2.082 3.402 -1.028 -0.1707
C 1.048 -0.681 -0.264 0.631 0.105 0.826 -0.1390
N -1.939 -4.166 -1.587 -1.116 -0.465 -1.292 0.1591
N -2.076 -1.996 -1.379 2.439 4.894 2.767 0.0362
N -0.204 -1.473 -0.070 0.893 0.497 0.792 -0.0524
Cl -4.149 -4.660 -2.945 -1.411 -1.228 -0.924 0.8055
Cl -4.488 -1.143 -2.263 0.424 -0.718 0.036 0.7558
H -2.887 0.569 -1.142 2.125 -0.289 1.270 0.1311
H 0.396 -3.428 0.112 -0.352 -0.476 -0.247 0.1542
H 0.783 -2.761 -1.439 -0.330 0.071 -0.420 0.1440
H -1.757 2.475 0.205 -1.862 1.471 -0.536 0.1005
H -1.567 1.147 1.225 -0.076 -0.112 2.422 0.1049
H 0.252 2.273 -0.960 0.384 -1.234 1.572 0.1499
H 0.411 2.721 0.813 -0.430 -1.672 -1.246 0.1496
H 2.147 0.860 0.603 -2.484 -0.219 0.420 0.1581
H 0.625 0.516 1.674 0.732 -0.918 -1.056 0.1374
H 1.080 -0.509 -1.425 0.643 -0.206 2.420 0.1938
H 1.894 -1.267 0.285 -1.294 0.431 -1.913 0.1707
H -0.260 -1.653 0.985 -0.721 0.669 -1.729 0.2337
```
Positions in Å, forces in eV/Å.

Results
orbital gap: 8.1 eV
lowest unoccupied orbital energy: -3.600 eV
SMILES: Clc1nc2n(c1Cl)C1=CCCCC[N@@H+]1C2
spin multiplicity: 1
energy above the lowest of the compared OMol25 structures with the same formula, charge and spin: 110.3 kcal per mole
net charge: +1

***

A molecular structure, C37H33N10OsS, computed with ωB97M-V/def2-TZVPD.

XYZ file:
```
82
Properties=species:S:1:pos:R:3:forces:R:3:lowdin_charge:R:1
Os 0.157 -0.743 -0.104 -0.002 -0.054 -0.069 1.4831
C -3.006 4.792 -2.781 0.001 -0.006 -0.003 -0.0099
C -2.608 3.582 -1.994 0.003 -0.005 -0.017 -0.2135
C -2.702 3.566 -0.600 -0.002 -0.004 0.021 0.0160
C -2.333 2.453 0.119 0.008 0.052 -0.023 0.0123
C -1.836 1.310 -0.523 0.007 -0.027 0.011 -0.2162
N -1.439 0.203 0.267 0.012 0.022 -0.016 -0.0584
C -2.328 -0.130 1.303 0.008 0.008 0.006 -0.2182
C -3.709 0.046 1.090 -0.038 -0.049 0.030 0.0052
C -4.637 -0.344 2.024 -0.006 0.018 -0.025 0.0172
C -4.233 -0.938 3.223 0.015 -0.008 0.021 -0.2071
C -5.233 -1.400 4.233 0.004 0.000 0.000 -0.0061
C -2.868 -1.129 3.434 -0.019 0.010 0.002 0.0548
C -1.915 -0.736 2.508 0.030 0.008 -0.017 -0.0930
N -0.552 -0.909 2.856 -0.012 0.005 -0.003 -0.0339
C -0.054 -1.080 4.108 -0.006 -0.036 0.002 0.0058
C 1.264 -1.431 3.997 -0.003 0.022 0.008 0.0194
C 1.517 -1.445 2.624 0.010 0.000 -0.025 -0.1001
N 0.425 -1.116 1.939 0.005 -0.001 0.015 -0.0979
C -1.703 1.331 -1.919 0.008 -0.028 0.000 -0.1283
C -2.095 2.454 -2.631 -0.014 0.009 0.000 0.0516
N -1.221 0.210 -2.641 0.029 0.023 0.004 -0.0540
C -1.494 -0.124 -3.927 -0.001 0.011 -0.003 0.0032
C -0.646 -1.138 -4.289 0.002 -0.003 -0.001 0.0142
C 0.133 -1.381 -3.155 -0.002 -0.007 0.002 -0.0884
N -0.213 -0.562 -2.164 -0.029 -0.001 0.025 -0.1060
H -3.827 5.319 -2.299 -0.001 -0.001 0.001 0.0990
H -3.304 4.532 -3.795 0.003 0.000 0.000 0.0950
H -2.167 5.487 -2.849 0.000 0.001 0.004 0.1067
H -3.075 4.438 -0.078 0.002 0.001 0.000 0.1383
H -2.408 2.457 1.199 0.013 0.009 -0.008 0.1377
H -4.044 0.468 0.152 -0.001 -0.022 0.007 0.1356
H -5.691 -0.203 1.822 0.000 -0.002 0.001 0.1395
H -6.129 -0.782 4.209 0.000 0.000 0.000 0.1000
H -4.823 -1.388 5.241 0.001 -0.002 -0.001 0.0969
H -5.538 -2.426 4.011 -0.003 0.001 -0.004 0.1106
H -2.554 -1.617 4.346 -0.003 0.000 0.002 0.1292
H -0.664 -0.928 4.981 0.002 -0.003 0.003 0.1445
H 1.954 -1.638 4.796 0.001 0.005 0.000 0.1295
H 2.445 -1.639 2.109 -0.003 0.014 0.002 0.1077
H -1.987 2.464 -3.708 0.003 0.003 0.002 0.1327
H -2.272 0.374 -4.480 0.004 0.001 -0.002 0.1467
H -0.598 -1.641 -5.239 0.000 0.000 0.000 0.1276
H 0.915 -2.109 -3.016 -0.002 -0.001 0.003 0.1206
C 5.828 -0.852 -0.727 -0.003 -0.004 -0.002 -0.0197
C 5.483 -1.910 0.106 -0.002 0.001 -0.003 -0.0265
C 4.166 -2.330 0.188 0.001 -0.007 0.009 -0.0216
C 3.200 -1.657 -0.557 0.017 -0.003 -0.009 -0.2635
C 3.538 -0.609 -1.407 -0.014 -0.007 -0.004 -0.0364
C 4.860 -0.216 -1.497 0.009 0.012 0.012 -0.0396
N 1.830 -2.057 -0.474 -0.018 0.035 0.014 -0.0855
N 1.644 -3.289 -0.393 -0.011 -0.007 0.000 0.1515
C 0.297 -3.662 -0.279 -0.028 -0.016 0.007 -0.2892
C -0.017 -5.006 -0.292 0.014 -0.009 0.002 0.0577
C -1.356 -5.372 -0.237 0.001 0.004 -0.006 0.0159
C -2.315 -4.375 -0.181 0.005 0.013 -0.001 0.0093
C -1.920 -3.045 -0.166 -0.014 -0.026 -0.001 -0.0687
N -0.633 -2.688 -0.204 0.024 0.047 0.008 -0.0362
H 6.858 -0.527 -0.785 0.001 -0.001 0.000 0.1279
H 6.243 -2.411 0.690 0.000 0.002 0.001 0.1264
H 3.884 -3.162 0.821 0.005 0.002 -0.001 0.1184
H 2.782 -0.148 -2.028 0.006 -0.008 0.000 0.0938
H 5.143 0.586 -2.166 0.002 0.002 0.000 0.1200
H 0.783 -5.731 -0.356 -0.002 -0.001 -0.001 0.1412
H -1.641 -6.415 -0.251 0.002 -0.001 0.002 0.1382
H -3.370 -4.613 -0.158 -0.001 0.002 0.001 0.1320
H -2.649 -2.249 -0.127 -0.001 0.002 0.002 0.1127
N 4.071 5.290 -0.725 -0.015 -0.003 0.056 0.1288
C 4.354 4.050 -0.314 0.004 0.029 -0.058 -0.8502
S 5.844 3.436 -0.043 -0.011 -0.027 0.002 0.7739
C 3.204 3.106 -0.195 0.010 -0.008 0.014 -0.2210
C 3.005 2.372 0.971 0.006 0.021 0.002 0.0127
C 2.053 1.383 0.994 -0.012 0.013 -0.013 -0.0811
N 1.308 1.046 -0.083 -0.001 0.006 0.021 -0.0918
C 1.461 1.804 -1.186 0.010 0.026 0.001 -0.1223
C 2.364 2.841 -1.272 -0.006 -0.008 0.000 0.0275
H 4.830 5.948 -0.832 0.001 -0.006 -0.003 0.1230
H 3.132 5.653 -0.723 0.001 -0.005 -0.022 0.1226
H 3.617 2.556 1.844 -0.004 -0.006 0.002 0.1319
H 1.888 0.820 1.896 0.002 -0.027 0.015 0.0971
H 0.870 1.538 -2.047 0.000 0.000 -0.008 0.1030
H 2.457 3.388 -2.202 -0.003 0.000 0.001 0.1381
```
Positions in Å, forces in eV/Å.

Results
orbital gap (spin up / spin down): 4.3 / 4.3 eV
lowest unoccupied orbital energy (spin up / spin down): -10.646 / -10.656 eV
spin multiplicity: 1
energy above the lowest of the compared OMol25 structures with the same formula, charge and spin: 0.0 kcal per mole
net charge: +3

***

4 unconnected molecules or ions with the total composition C27H46BrNO14Si in a non-equilibrium geometry, computed with ωB97M-V/def2-TZVPD.

XYZ file:
```
90
Properties=species:S:1:pos:R:3:forces:R:3:lowdin_charge:R:1
C -3.826 -3.540 -2.145 1.092 0.499 0.266 -0.1573
Si -3.088 -1.776 -2.164 -1.090 0.422 -0.263 0.4770
C -2.374 -1.398 -3.883 -0.300 -0.648 0.306 -0.1493
C -4.561 -0.601 -1.854 1.288 -0.296 0.119 -0.1705
O -1.991 -1.509 -0.898 0.130 -0.875 -0.719 -0.2213
C -0.956 -2.488 -0.827 0.787 -0.080 1.429 -0.2304
C -0.409 -2.601 0.657 -0.318 -0.411 -0.946 -0.0740
C 0.380 -3.895 0.800 0.806 0.873 0.238 -0.0819
C -0.131 -5.111 0.908 -0.536 -0.667 -0.363 -0.0878
C -1.628 -5.384 0.910 -0.098 -0.704 0.589 -0.1121
C -2.111 -6.299 -0.225 -1.268 1.465 2.771 -0.8127
O -1.477 -6.672 -1.096 1.689 -1.112 -2.915 0.1083
Br -4.015 -6.838 -0.071 0.126 0.124 0.199 0.6583
C 0.838 -6.284 1.087 0.234 2.434 1.429 -0.2726
O 0.668 -7.350 0.614 -0.462 -2.214 -0.547 0.1653
C 2.041 -5.972 1.984 -0.690 -0.315 0.035 -0.2087
N 2.526 -6.940 2.884 -0.650 -0.105 -0.836 0.1321
C 2.547 -4.758 1.876 0.844 1.307 -0.287 -0.1132
C 3.722 -4.276 2.732 -0.813 0.586 0.013 -0.0809
C 3.105 -3.734 4.063 -0.567 -1.028 -0.109 -0.2377
O 3.904 -4.091 5.193 -0.205 0.361 -0.217 -0.0716
C 1.911 -3.837 0.849 -1.272 -1.731 1.725 -0.2907
O 2.551 -3.157 0.124 1.019 1.690 -1.163 0.1484
H -4.913 -3.453 -2.264 0.309 -0.283 -0.015 0.0364
H -3.575 -4.025 -1.188 -0.418 0.042 -0.243 -0.0125
H -3.353 -4.134 -2.941 -0.434 0.020 0.180 0.0386
H -2.933 -0.548 -4.300 0.533 -0.028 0.107 0.0291
H -2.604 -2.262 -4.533 0.221 0.304 0.191 0.0287
H -1.286 -1.250 -3.866 -0.360 0.244 -0.178 0.0290
H -5.412 -0.932 -2.465 0.146 0.261 0.288 0.0313
H -4.767 -0.644 -0.774 -0.309 0.145 -0.386 0.0310
H -4.227 0.411 -2.134 -0.437 -0.217 0.151 0.0282
H -1.301 -3.509 -1.082 -0.070 0.469 -0.168 0.0982
H -0.081 -2.255 -1.459 -0.463 0.087 -0.060 0.1310
H -1.274 -2.633 1.338 0.295 0.129 -0.204 0.1232
H 0.220 -1.740 0.921 -0.186 -0.219 -0.144 0.1084
H -2.240 -4.471 0.922 0.237 -0.246 -0.124 0.1126
H -1.864 -5.913 1.853 -0.107 0.148 -0.382 0.1338
H 3.481 -7.208 2.664 -0.120 -0.094 0.247 0.1056
H 1.904 -7.742 2.843 0.470 -0.182 0.047 0.0928
H 4.244 -3.451 2.229 0.087 -0.496 -0.013 0.1169
H 4.395 -5.113 2.948 -0.031 0.393 0.042 0.1123
H 2.887 -2.653 4.016 0.354 -0.248 -0.027 0.1202
H 2.133 -4.253 4.172 0.264 0.310 -0.019 0.1149
H 3.280 -4.197 5.922 0.354 0.007 -0.013 0.0841
C 2.867 0.279 -1.405 0.025 -0.009 -0.273 -0.0507
C 1.836 1.284 -0.931 0.226 -0.530 0.339 -0.2105
O 1.833 2.456 -1.759 -0.253 0.167 -0.053 0.0285
C 1.194 2.331 -2.926 0.237 -0.079 0.009 -0.5997
O 0.627 1.346 -3.324 -0.030 0.148 0.061 0.1226
O 1.314 3.487 -3.587 -0.107 -0.107 0.093 -0.0112
C 0.747 3.468 -4.899 -0.094 0.164 -0.328 -0.0360
H 3.849 0.747 -1.482 -0.015 0.011 0.145 0.0845
H 2.927 -0.564 -0.715 -0.019 0.026 0.003 0.0670
H 2.615 -0.104 -2.394 -0.085 -0.035 0.065 0.0782
H 2.090 1.616 0.076 -0.030 0.273 -0.120 0.1261
H 0.838 0.845 -0.886 -0.009 0.065 -0.223 0.1079
H -0.287 3.127 -4.878 0.081 -0.124 0.039 0.0969
H 1.346 2.835 -5.554 -0.109 -0.091 0.043 0.0999
H 0.773 4.487 -5.277 0.115 0.032 0.202 0.0951
C 0.689 2.717 6.013 0.043 0.143 -0.268 -0.0655
C -0.089 1.424 5.889 0.323 0.115 0.429 -0.2134
O -1.020 1.479 4.799 -0.049 -0.182 -0.121 0.0378
C -0.496 1.296 3.585 -0.052 0.174 0.059 -0.6027
O 0.664 1.079 3.337 -0.133 -0.069 0.005 0.1159
O -1.479 1.411 2.688 0.103 -0.144 0.108 0.0152
C -1.037 1.320 1.333 -0.070 0.129 -0.436 -0.0385
H 0.009 3.568 6.078 -0.028 -0.061 0.131 0.0826
H 1.323 2.700 6.901 -0.044 -0.023 0.008 0.0803
H 1.324 2.879 5.141 0.034 -0.101 0.044 0.0748
H -0.683 1.265 6.789 -0.214 -0.008 -0.189 0.1219
H 0.574 0.564 5.782 -0.018 0.052 -0.199 0.1211
H -0.450 0.421 1.158 0.061 0.068 0.130 0.0666
H -0.460 2.209 1.075 0.124 -0.104 0.025 0.0981
H -1.918 1.282 0.697 -0.113 -0.011 0.223 0.0975
C 1.114 6.064 -1.417 0.162 0.217 0.002 -0.0546
C -0.311 6.049 -1.930 0.427 -0.448 0.109 -0.2054
O -0.925 7.338 -1.779 -0.222 0.088 -0.156 0.0385
C -0.588 8.244 -2.699 0.085 -0.055 0.178 -0.6046
O 0.158 8.071 -3.629 -0.145 0.038 0.039 0.1201
O -1.210 9.389 -2.398 -0.003 -0.115 -0.067 0.0039
C -0.872 10.478 -3.257 -0.002 0.289 -0.119 -0.0441
H 1.148 6.438 -0.392 -0.097 -0.102 0.022 0.0834
H 1.545 5.064 -1.444 -0.057 0.002 -0.009 0.0606
H 1.741 6.723 -2.019 -0.051 -0.074 -0.085 0.0802
H -0.904 5.352 -1.338 -0.183 0.250 0.046 0.1238
H -0.363 5.716 -2.968 0.037 0.207 -0.030 0.1116
H -1.013 10.214 -4.304 0.114 -0.078 0.043 0.0949
H 0.157 10.790 -3.078 0.012 -0.079 -0.119 0.0985
H -1.537 11.303 -3.012 -0.058 -0.149 0.162 0.0923
```
Positions in Å, forces in eV/Å.

Results
orbital gap: 8.6 eV
lowest unoccupied orbital energy: -0.642 eV
SMILES: C[Si](C)(C)OCCC1=C(CC(=O)Br)C(=O)C(N)=C(CCO)C1=O.CCOC(=O)OC.CCOC(=O)OC.CCOC(=O)OC
spin multiplicity: 1